No. 1
ORCA calculation (the ωB97M-V functional and the def2-TZVPD basis) on a structure of composition C29H40N2OP2SSn at a distorted geometry.

Structure (XYZ):
```
76
Properties=species:S:1:pos:R:3:forces:R:3
Sn -0.19103 -0.34500 -0.78466 1.5 0.9 0.7
C 2.73931 2.11099 0.26930 -0.1 -0.1 0.1
C 1.41666 2.45636 0.94099 0.0 -0.2 -0.3
C 1.44184 3.80944 1.64651 -0.2 0.0 -0.1
P 0.00645 2.20648 -0.22602 0.1 0.1 0.2
C 0.13402 3.27169 -1.73834 0.1 -0.3 0.3
C -1.13441 3.08217 -2.56481 0.1 -0.1 0.0
C 0.50893 4.73062 -1.49926 0.1 -0.1 0.0
C -1.39750 2.55107 0.82790 -0.1 -0.5 -0.3
C -2.07476 3.76096 0.85079 -0.2 0.3 0.2
C -3.00465 4.03020 1.83794 0.1 0.2 -0.2
C -3.25327 3.07671 2.81883 0.1 0.0 0.0
C -2.65170 1.84178 2.77218 0.1 0.1 0.1
C -1.75121 1.51684 1.73807 -0.2 0.6 -0.2
N -1.16230 0.31142 1.58101 0.9 -0.1 -0.9
C -1.74233 -0.83655 2.01726 -0.3 -0.8 0.2
C -3.11584 -0.99866 2.26940 0.0 -0.1 -0.2
C -3.61898 -2.21542 2.66096 0.1 0.0 0.0
C -2.78009 -3.31148 2.82240 0.2 -0.3 0.0
C -1.44053 -3.20140 2.49901 -0.3 -0.2 0.1
C -0.92230 -1.98920 2.07334 0.2 0.4 -0.1
P 0.72285 -1.80178 1.37262 -0.5 -0.5 -0.5
C 1.88654 -1.54341 2.81951 0.0 0.4 -0.4
C 1.48531 -2.49408 3.94418 -0.1 -0.1 -0.2
C 1.88209 -0.10341 3.31848 0.0 0.0 0.0
C 1.29779 -3.33703 0.49390 0.1 0.1 0.1
C 2.06884 -4.40817 1.26061 -0.1 0.1 0.0
C 0.14870 -3.95944 -0.29355 0.1 0.2 -0.1
H 3.54026 2.13654 1.00692 0.1 0.0 0.0
H 2.98225 2.83062 -0.51084 0.1 0.1 -0.1
H 2.70903 1.11162 -0.16917 0.1 -0.1 -0.1
H 1.18378 1.69443 1.69031 0.0 0.0 -0.1
H 1.89491 4.57906 1.02972 0.1 0.1 -0.1
H 2.03006 3.72265 2.55788 0.1 0.0 0.1
H 0.44195 4.13530 1.92378 0.0 0.1 0.1
H 0.96982 2.79898 -2.27288 -0.1 0.0 0.0
H -1.97192 3.62635 -2.13778 -0.1 0.0 0.1
H -1.40137 2.02277 -2.61583 -0.1 0.1 -0.1
H -0.97393 3.44362 -3.57677 0.0 0.1 -0.1
H -0.19583 5.24304 -0.85172 0.0 0.1 0.0
H 0.53395 5.25535 -2.45318 0.0 0.0 -0.1
H 1.49929 4.80765 -1.05942 0.0 0.1 0.0
H -1.86041 4.51376 0.10896 0.0 0.1 0.0
H -3.49574 4.99073 1.87226 -0.1 0.0 0.0
H -3.92315 3.31181 3.62910 -0.1 0.0 0.1
H -2.83326 1.12388 3.55859 -0.1 0.0 0.0
H -3.78626 -0.17843 2.06709 -0.1 0.0 0.1
H -4.67835 -2.32195 2.83263 -0.1 0.0 0.0
H -3.18214 -4.25572 3.14998 0.0 -0.1 0.1
H -0.78983 -4.05855 2.58485 0.0 -0.2 0.0
H 2.87774 -1.80596 2.43744 -0.1 0.0 0.0
H 0.55294 -2.17574 4.40558 0.0 0.0 0.0
H 2.26302 -2.49097 4.70561 0.1 0.1 0.0
H 1.36662 -3.51503 3.59927 0.0 -0.1 0.1
H 0.87527 0.31446 3.26773 0.0 0.1 0.1
H 2.56807 0.50685 2.73756 0.0 0.1 -0.1
H 2.19950 -0.06413 4.35969 0.1 0.0 0.0
H 2.00429 -2.89163 -0.22076 -0.1 0.0 0.1
H 1.44397 -4.94404 1.97232 0.0 0.0 0.1
H 2.93788 -4.00048 1.77229 0.0 -0.1 0.1
H 2.42693 -5.13340 0.53047 0.1 -0.1 0.0
H -0.48686 -4.57182 0.34077 -0.1 0.0 0.0
H 0.54905 -4.58775 -1.08483 0.1 -0.1 -0.1
H -0.48109 -3.20159 -0.76230 -0.2 -0.1 -0.1
O 2.44567 -1.09215 -1.50776 0.5 -0.1 1.3
N 2.00988 -0.94373 -2.69847 -0.1 0.1 -0.7
C 2.78260 -1.20664 -3.76277 0.5 -0.1 -0.3
C 2.27903 -1.10052 -5.04003 -0.2 0.1 0.0
C 0.96470 -0.71111 -5.23034 0.0 0.0 0.0
C 0.19885 -0.41228 -4.11191 0.0 0.0 -0.2
C 0.74843 -0.52138 -2.85984 -1.2 0.0 1.3
S -2.37949 -0.93019 -1.35315 -0.4 -0.1 0.0
H 3.79542 -1.50846 -3.54845 0.0 0.0 0.1
H 2.91328 -1.33291 -5.87955 0.1 0.0 0.0
H 0.54470 -0.64994 -6.22134 0.0 0.0 -0.1
H -0.83408 -0.11756 -4.20126 -0.1 0.1 -0.1
```
Positions in Å, forces in eV/Å.

The HOMO-LUMO gap (spin up / spin down) is 6.1 / 4.3 eV. Its total charge is +1. The relative energy (zero: lowest compared OMol25 entry of this formula, charge and spin) comes out at 1.195 eV. The spin multiplicity is 2.

Here are the Mulliken charges for atoms 1 to 5, given in e: number 1, Sn, carries 1.21; number 2, C, carries -1.54; number 3, C, carries 2.37; number 4, C, carries -1.49; number 5, P, carries 0.42

=====

No. 2
ORCA calculation (the ωB97M-V functional and the def2-TZVPD basis) on a structure of composition C29H40NO4PbSi3 at a distorted geometry.

Structure (XYZ):
```
78
Properties=species:S:1:pos:R:3:forces:R:3
Pb 10.78859 13.36492 9.34487 0.0 0.2 0.3
C 15.50181 10.97102 9.46215 -0.6 0.2 -0.6
Si 13.66598 11.47868 9.56139 0.3 0.0 0.5
C 12.76770 10.66270 8.12999 0.3 -0.2 -0.6
C 12.97953 10.60036 11.09885 -0.3 0.4 -0.1
C 13.44036 13.31320 9.67936 -0.4 -0.3 -0.3
Si 14.19561 14.24227 8.28760 -0.2 0.1 0.4
C 13.81796 13.49252 6.60188 -0.1 -0.9 0.4
C 16.07767 14.32747 8.40135 0.0 0.7 -0.2
C 13.60448 16.01229 8.16601 -0.4 0.2 -0.4
Si 13.63584 13.94866 11.35465 0.1 0.0 0.2
C 15.12907 13.29564 12.29433 0.1 -0.3 0.0
C 13.77391 15.81255 11.53926 0.0 0.4 0.0
C 12.13902 13.49814 12.46453 0.6 0.1 -0.6
C 12.26190 13.48931 13.84735 -0.3 0.0 -0.4
C 11.15673 13.21091 14.60766 -1.1 -0.1 0.5
C 9.92953 12.94599 13.98972 1.1 0.0 -0.3
C 9.90964 12.90592 12.60094 -0.1 0.2 0.5
N 10.98006 13.19890 11.86064 0.1 -0.1 0.2
H 15.60190 9.88948 9.52978 0.1 -0.1 -0.1
H 16.02453 11.44014 10.27788 0.3 0.1 0.4
H 15.95534 11.34047 8.53325 -0.1 -0.3 0.1
H 12.85088 9.57132 8.18108 0.1 0.0 0.1
H 13.15288 10.95578 7.14463 0.0 -0.1 0.3
H 11.71047 10.89730 8.11250 -0.3 0.0 0.1
H 13.22491 9.54316 11.04287 -0.1 -0.2 0.0
H 11.88552 10.74397 11.13484 0.3 -0.3 0.0
H 13.36354 10.97834 12.04835 0.1 0.0 -0.1
H 14.40473 12.56666 6.48837 -0.1 0.2 -0.1
H 14.11097 14.17028 5.82310 0.2 0.4 -0.5
H 12.76332 13.21833 6.44063 0.2 0.2 0.1
H 16.51198 13.35357 8.32025 0.3 -0.7 -0.1
H 16.45542 14.74946 9.33611 -0.2 0.1 0.1
H 16.49619 14.92663 7.58379 -0.1 0.0 0.0
H 12.52138 16.09475 7.96925 0.5 -0.1 0.0
H 14.13585 16.47005 7.32528 -0.1 0.1 0.0
H 13.80279 16.60407 9.04986 0.1 0.1 0.2
H 16.00959 13.54670 11.70283 0.2 0.1 0.0
H 15.13833 12.20718 12.41593 -0.1 0.2 0.0
H 15.23022 13.76107 13.27454 0.1 0.0 0.1
H 14.69806 16.21816 11.11574 0.0 -0.1 0.0
H 13.72362 16.12548 12.59030 0.1 -0.2 -0.1
H 12.95546 16.31001 11.02247 -0.2 0.0 0.0
H 13.20259 13.72961 14.29725 0.4 0.0 0.2
H 11.20123 13.20230 15.69268 0.1 0.1 0.0
H 9.04830 12.75134 14.57266 -0.2 -0.1 0.0
H 9.03308 12.67331 12.02768 -0.4 -0.1 -0.1
C 10.26225 15.63350 9.63467 -0.4 -0.4 0.1
C 9.28214 15.71968 8.52723 0.0 0.0 -0.4
C 7.90305 15.61551 8.73370 0.6 0.1 0.4
C 7.00759 15.57504 7.69211 0.1 -0.1 -0.6
C 7.45441 15.58427 6.37072 0.7 -0.1 0.7
C 8.83834 15.62496 6.14626 -0.8 0.0 -0.2
C 9.73379 15.71188 7.18886 -0.2 -0.1 0.8
H 9.83580 15.74631 10.63458 -0.1 0.0 -0.2
H 11.08246 16.31450 9.50003 0.5 0.2 0.0
H 7.56312 15.49219 9.74578 -0.2 0.0 0.2
H 5.96235 15.46584 7.91738 -0.3 0.0 0.0
H 6.75030 15.46647 5.57083 -0.1 0.1 -0.4
H 9.21952 15.53347 5.14679 0.1 0.1 -0.4
H 10.80035 15.67940 6.99918 0.0 0.1 -0.1
O 6.15077 12.53596 9.58161 -0.2 -0.2 0.1
C 7.26892 12.14015 9.90533 0.8 0.5 0.0
O 8.26051 12.87011 10.26261 -0.2 -0.2 -0.2
C 7.56956 10.63755 9.86852 -0.2 0.3 0.0
C 8.86661 10.17366 9.99626 0.5 -0.4 -0.2
C 9.19055 8.80436 9.89457 -0.6 0.3 0.2
C 8.12537 7.94207 9.73148 0.0 0.6 -0.3
O 8.13269 6.56106 9.58813 -0.1 0.4 0.3
C 6.79274 6.27076 9.93719 -0.4 -1.0 -0.8
O 5.97388 7.30356 9.44537 0.2 0.8 0.1
C 6.80885 8.41030 9.61045 0.6 0.0 0.3
C 6.50890 9.75392 9.66792 -0.2 -0.7 -0.2
H 9.66638 10.90750 10.11943 -0.3 -0.3 0.1
H 10.21437 8.47220 9.97256 0.0 -0.1 0.0
H 6.70178 6.22188 11.01714 0.0 0.0 0.5
H 6.47680 5.34563 9.44911 0.2 0.0 0.2
H 5.50471 10.13204 9.54026 0.0 0.1 0.0
```
Positions in Å, forces in eV/Å.

The HOMO-LUMO gap is 7.1 eV. Its total charge is -1. The relative energy (zero: lowest compared OMol25 entry of this formula, charge and spin) comes out at 0.000 eV.

Here are the Mulliken charges for atoms 1 to 5, given in e: number 1, Pb, carries 0.76; number 2, C, carries -1.14; number 3, Si, carries -0.02; number 4, C, carries -0.88; number 5, C, carries -0.80

=====

> total charge of number 2 (C29H40NO4PbSi3)?

-1

=====

> Among the records above, which one has the lowest total charge?

C29H40NO4PbSi3